The following is a quantum chemistry calculation of a structure of composition C49H44As2IrN2O4, from the OMol25 dataset.

2S+1: 5
HOMO (spin up / spin down): -8.5 / -10.7 eV
Kohn-Sham gap (spin up / spin down): 6.56 / 5.86 eV
expectation value of S²: 6.029
charge: +1
LUMO level (spin up / spin down): -1.901 / -4.885 eV

Last column: Löwdin spin population.
Atoms and positions in Å:
1 Ir -0.02160 -1.13653 1.11668  1.19
2 O -2.46476 -3.37487 3.53725  0.08
3 C -1.53845 -2.60386 2.96950  0.21
4 O -1.59171 -2.41660 1.68959  0.13
5 C -0.53852 -2.02796 3.77154  0.16
6 C -0.29472 -2.10256 5.16368  0.07
7 C 0.81989 -1.48438 5.66941  0.08
8 C 1.74598 -0.78411 4.84483  0.13
9 C 1.45839 -0.71238 3.51238  0.04
10 N 0.35019 -1.28854 3.02994  0.20
11 C 2.27929 -0.02843 2.43075  0.00
12 O 3.33027 0.50683 2.68573  0.02
13 O 1.74075 -0.06157 1.22114  0.06
14 H -3.07278 -3.66739 2.84309  0.00
15 H -0.97352 -2.64747 5.80568  0.00
16 H 1.01021 -1.54269 6.73383  0.00
17 H 2.63827 -0.32194 5.23885  0.01
18 C 3.44726 -5.20214 -5.47834  0.01
19 C 3.00666 -4.12656 -4.52780  0.03
20 C 3.05642 -2.78473 -4.88517  0.00
21 C 2.65507 -1.77241 -4.02234  0.04
22 C 2.74682 -0.34268 -4.49443  0.00
23 C 2.16507 -2.14971 -2.76308  0.08
24 As 1.46003 -0.87931 -1.51726  0.48
25 N -0.19543 -1.28629 -0.87736  0.33
26 C -1.27524 -1.82773 -1.61259  0.01
27 C -2.54885 -1.79384 -1.02992  0.04
28 C -3.65588 -2.27317 -1.70683  0.00
29 C -3.52497 -2.80431 -2.98281  0.04
30 C -2.27039 -2.84699 -3.56745  0.00
31 C -1.15439 -2.36469 -2.89793  0.04
32 C 1.56691 1.00560 -1.82221  0.07
33 C 2.66639 1.67804 -1.27405  0.02
34 C 3.90202 0.99325 -0.75347  0.02
35 C 2.61107 3.06858 -1.23405  0.00
36 C 1.51886 3.77474 -1.71528  0.01
37 C 1.46419 5.27473 -1.63431  0.00
38 C 0.47273 3.06953 -2.31148  0.00
39 C 0.47746 1.68965 -2.38611  0.02
40 C -0.63757 0.97763 -3.10067  0.01
41 C 2.13895 -3.49569 -2.35065  0.02
42 C 1.65361 -3.92533 -0.98913  0.02
43 C 2.55685 -4.45843 -3.25000  0.00
44 H 3.81255 -4.78317 -6.41432  0.00
45 H 2.62017 -5.87705 -5.70530  0.00
46 H 4.24409 -5.80309 -5.03710  0.00
47 H 3.43074 -2.51078 -5.86522  0.00
48 H 3.38114 -0.28544 -5.37694  0.00
49 H 3.16417 0.32023 -3.74010  0.00
50 H 1.76469 0.05071 -4.76815  0.00
51 H -2.65265 -1.39917 -0.03027  0.00
52 H -4.62952 -2.23140 -1.23423  0.00
53 H -4.39029 -3.17858 -3.51453  0.00
54 H -2.15111 -3.26149 -4.56076  0.00
55 H -0.19336 -2.41724 -3.39000  0.00
56 H 3.93323 -0.07058 -0.99385  0.01
57 H 3.96447 1.07245 0.33178  0.00
58 H 4.79049 1.45161 -1.19034  0.00
59 H 3.44948 3.60868 -0.80622  0.00
60 H 2.32424 5.67824 -1.10230  0.00
61 H 0.55746 5.59836 -1.11927  0.00
62 H 1.44491 5.71443 -2.63324  0.00
63 H -0.36118 3.61571 -2.74074  0.00
64 H -1.11437 1.64225 -3.82081  0.00
65 H -1.40125 0.63503 -2.40669  0.00
66 H -0.28295 0.10175 -3.64710  0.00
67 H 1.98723 -3.24673 -0.20099  0.01
68 H 2.03561 -4.91636 -0.75082  0.00
69 H 0.56255 -3.96918 -0.95228  0.00
70 H 2.54196 -5.49937 -2.94476  0.00
71 C -2.99744 4.28624 -1.45703  0.01
72 C -3.30295 2.94353 -1.63461  0.00
73 C -2.82289 1.99894 -0.73814  0.01
74 C -2.04645 2.40203 0.34253  0.05
75 C -1.74958 3.74868 0.53083  0.01
76 C -2.22344 4.68789 -0.37541  0.00
77 As -1.36629 1.06040 1.55267  0.16
78 C -0.36549 1.98876 2.89784  0.01
79 C 0.84113 2.65293 2.74857  0.00
80 C 1.47695 3.15314 3.87758  0.00
81 C 0.90724 2.97283 5.13182  0.00
82 C -0.30142 2.30399 5.27674  0.00
83 C -0.95365 1.80800 4.15532  0.00
84 C -2.24330 1.07806 4.15078  0.01
85 C -3.01541 0.77920 5.26794  0.00
86 C -4.21235 0.09399 5.11554  0.01
87 C -4.65217 -0.29987 3.85623  0.00
88 C -3.88464 -0.01696 2.73400  0.01
89 C -2.69324 0.67241 2.89006  0.02
90 H -3.37180 5.02295 -2.15679  0.00
91 H -3.91773 2.63015 -2.46971  0.00
92 H -3.06835 0.95220 -0.87974  0.00
93 H -1.14914 4.06350 1.37448  0.00
94 H -1.99421 5.73633 -0.23048  0.00
95 H 1.29913 2.75830 1.77163  0.00
96 H 2.42707 3.66131 3.78042  0.00
97 H 1.41314 3.35643 6.00881  0.00
98 H -0.72882 2.17405 6.26325  0.00
99 H -2.69189 1.08056 6.25712  0.00
100 H -4.81287 -0.13363 5.98716  0.00
101 H -5.59223 -0.82697 3.75320  0.00
102 H -4.22018 -0.33244 1.75273  0.00

Atoms 1-2, force components in eV/Å:
Ir -0.07 -0.05 -0.25
O -0.09 -0.05 0.02

The following is a quantum chemistry calculation of a structure of composition C36H44AsN4PtS4 at a distorted geometry, from the OMol25 dataset.

HOMO (spin up / spin down): -3.1 / -3.1 eV
Kohn-Sham gap (spin up / spin down): 4.91 / 4.91 eV
charge: -1
LUMO level (spin up / spin down): 1.786 / 1.786 eV

Last column: Löwdin charge in e.
Atoms and positions in Å:
1 Pt 0.07477 -0.07737 0.01196  1.13
2 C -1.13650 -5.83698 -1.95730  -0.09
3 C -0.66573 -5.63790 -0.50860  -0.19
4 C 0.05911 -4.33883 -0.32863  -0.14
5 C 1.39742 -4.13825 -0.24718  -0.14
6 C 2.47066 -5.18449 -0.25145  -0.20
7 C 2.72929 -5.74957 1.15224  -0.09
8 C 1.59374 -2.70981 -0.12398  -0.23
9 N 0.39545 -2.07302 -0.14730  -0.05
10 C -0.55753 -3.03134 -0.26354  -0.23
11 C -1.92042 -2.80106 -0.29312  0.05
12 C -2.54419 -1.57152 -0.24841  -0.25
13 C -3.98232 -1.37469 -0.27075  -0.13
14 C -4.99364 -2.47150 -0.40011  -0.18
15 C -5.10226 -2.99139 -1.84136  -0.09
16 C -4.18836 -0.04097 -0.18893  -0.13
17 C -2.87773 0.57730 -0.12303  -0.24
18 C -2.65830 1.93736 -0.02179  0.03
19 C -1.43149 2.56405 -0.02871  -0.25
20 N -0.23747 1.92377 -0.01636  -0.05
21 C 0.71791 2.88666 0.04225  -0.24
22 C 2.07311 2.65929 0.15721  0.05
23 C 2.69927 1.42606 0.18617  -0.22
24 N 2.07764 0.22604 0.06882  -0.05
25 C 3.04254 -0.72969 0.10793  -0.23
26 C 2.82103 -2.08870 0.00576  0.05
27 C 4.34333 -0.10715 0.25767  -0.14
28 C 4.13139 1.22926 0.30417  -0.14
29 C 5.13923 2.32472 0.47276  -0.20
30 C 5.16444 2.86485 1.91075  -0.09
31 C 5.66242 -0.81942 0.27419  -0.19
32 C 6.26704 -0.91234 -1.13482  -0.09
33 C 0.10473 4.19985 0.02009  -0.15
34 C -1.23030 4.00061 -0.02009  -0.14
35 C -2.29804 5.05088 -0.07384  -0.19
36 C -2.67874 5.58215 1.31409  -0.09
37 C 0.84275 5.50347 -0.00075  -0.19
38 C 1.45441 5.78890 -1.38104  -0.09
39 N -1.91403 -0.37098 -0.18391  -0.06
40 C -5.48119 0.71190 -0.24646  -0.19
41 C -5.75218 1.25871 -1.65603  -0.09
42 H -1.71580 -6.75913 -2.05952  0.07
43 H -0.27688 -5.89322 -2.62941  0.07
44 H -1.75812 -4.99937 -2.27930  0.06
45 H -0.00307 -6.46029 -0.23427  0.10
46 H -1.52838 -5.67541 0.16078  0.11
47 H 3.39798 -4.76342 -0.64358  0.10
48 H 2.17692 -5.99831 -0.91743  0.10
49 H 3.03334 -4.95233 1.83367  0.08
50 H 3.51609 -6.50800 1.12726  0.07
51 H 1.82244 -6.20571 1.55362  0.07
52 H -2.56092 -3.67522 -0.33037  0.11
53 H -5.96832 -2.10324 -0.07514  0.10
54 H -4.71792 -3.29844 0.25882  0.11
55 H -5.44950 -2.20050 -2.50996  0.07
56 H -5.80079 -3.82977 -1.90708  0.07
57 H -4.12672 -3.32624 -2.20138  0.06
58 H -3.52945 2.57551 0.03903  0.10
59 H 2.70693 3.53412 0.25496  0.10
60 H 3.68980 -2.73485 0.04025  0.10
61 H 4.91095 3.14036 -0.21770  0.11
62 H 6.13184 1.95031 0.21361  0.10
63 H 4.17309 3.20665 2.21304  0.07
64 H 5.86236 3.70152 2.00174  0.07
65 H 5.47291 2.07893 2.60325  0.08
66 H 5.53601 -1.82623 0.67668  0.10
67 H 6.35333 -0.28887 0.93229  0.10
68 H 5.59518 -1.46375 -1.79702  0.07
69 H 7.23549 -1.42158 -1.11885  0.07
70 H 6.40730 0.08675 -1.55388  0.07
71 H -3.18873 4.64673 -0.56029  0.10
72 H -1.94248 5.88239 -0.68832  0.10
73 H -3.10038 4.78560 1.92518  0.04
74 H -3.41717 6.38512 1.23132  0.07
75 H -1.79867 5.96205 1.83512  0.07
76 H 1.63084 5.48935 0.75748  0.11
77 H 0.15501 6.30882 0.26189  0.10
78 H 2.12713 4.98156 -1.67735  0.07
79 H 2.01423 6.72882 -1.38221  0.07
80 H 0.66516 5.85563 -2.13373  0.07
81 H -5.45416 1.53887 0.46547  0.11
82 H -6.29707 0.04953 0.04525  0.10
83 H -4.93175 1.90251 -1.97994  0.07
84 H -6.68063 1.83484 -1.68374  0.07
85 H -5.83086 0.43742 -2.37228  0.07
86 S -2.77681 0.14863 4.73099  -0.24
87 As -2.80485 2.16258 3.75728  0.19
88 S 0.01402 -0.21689 2.94881  -0.13
89 S -1.82635 -0.94897 3.22519  -0.21
90 S -0.75382 2.51630 3.53118  -0.16

Atoms 1-2, force components in eV/Å:
Pt 0.06 0.11 -1.45
C 0.01 -0.06 0.09

The following is a quantum chemistry calculation of a cluster of 9 separate species, C21H60O9 in total at a distorted geometry, from the OMol25 dataset.

2S+1: 2
HOMO (spin up / spin down): -12.0 / -12.0 eV
Kohn-Sham gap (spin up / spin down): 9.45 / 2.84 eV
expectation value of S²: 0.754
charge: +1
LUMO level (spin up / spin down): -2.542 / -9.146 eV

Last column: Löwdin spin population.
Atoms and positions in Å:
1 C -4.87835 1.98748 2.59589  0.00
2 O -5.27358 1.96322 1.28066  0.00
3 H -3.83655 1.68032 2.68758  0.00
4 H -4.82548 3.01641 2.95171  0.00
5 H -5.66574 1.53185 3.19631  0.00
6 H -5.89314 2.69125 1.19270  0.00
7 C -4.03992 -4.14764 0.27389  0.00
8 O -3.14038 -4.02297 -0.83650  0.01
9 H -4.76820 -4.94359 0.11847  0.00
10 H -3.42563 -4.70197 0.98344  0.00
11 H -4.51290 -3.18321 0.45899  0.00
12 H -2.54270 -3.27790 -0.74033  0.00
13 C 2.34138 3.75615 -2.26191  0.00
14 O 2.11482 4.91732 -1.56579  0.00
15 H 2.31086 4.12897 -3.28572  0.00
16 H 3.31088 3.26245 -2.19528  0.00
17 H 1.57499 3.01508 -2.03483  0.00
18 H 1.16397 4.89489 -1.43550  0.00
19 C 0.91739 1.11450 -4.49956  0.00
20 C 0.82520 1.88872 -5.87101  0.00
21 C 1.84076 1.44843 -6.96833  0.00
22 O -0.45428 1.69087 -6.40927  0.00
23 H 0.40152 0.15895 -4.59396  0.00
24 H 0.35639 1.80646 -3.87141  0.00
25 H 1.92265 1.01852 -4.08925  0.00
26 H 1.09794 2.91709 -5.63399  0.00
27 H 2.78431 1.77483 -6.53096  0.00
28 H 1.58138 1.92621 -7.91307  0.00
29 H 1.90047 0.37082 -7.12100  0.00
30 H -0.33203 1.25485 -7.25576  0.00
31 C -3.96689 -2.16435 -3.57984  0.00
32 C -2.79107 -1.53455 -4.10940  0.00
33 C -2.98939 0.03185 -4.33136  0.00
34 O -1.66969 -1.89440 -3.31944  0.00
35 H -3.87146 -3.21614 -3.31015  0.00
36 H -4.79299 -2.03296 -4.27871  0.00
37 H -4.29553 -1.71275 -2.64380  0.00
38 H -2.64501 -1.97091 -5.09752  0.00
39 H -3.84609 0.19246 -4.98587  0.00
40 H -2.07606 0.43691 -4.76711  0.00
41 H -3.13676 0.49460 -3.35553  0.00
42 H -1.60155 -2.83117 -3.51796  0.00
43 C -1.23950 1.20934 -1.03656  0.11
44 C -0.53933 0.00224 -0.33604  0.16
45 C -0.41235 0.22700 1.18665  0.02
46 O -1.34609 -1.09466 -0.62615  0.58
47 H -2.14031 1.46332 -0.47786  0.01
48 H -1.44647 0.99192 -2.08441  0.00
49 H -0.59831 2.09073 -1.02449  0.01
50 H 0.42260 -0.05926 -0.84499  0.08
51 H -1.41810 0.51271 1.49476  0.01
52 H 0.22079 1.09570 1.36722  0.00
53 H -0.14095 -0.63197 1.80035  0.00
54 H -1.63311 -1.11505 -1.54200  0.01
55 C 2.77555 -0.45121 2.85981  0.00
56 C 4.24497 0.07687 2.90712  0.00
57 C 4.72119 0.64656 4.26305  0.00
58 O 5.00419 -1.07031 2.73144  0.00
59 H 2.03250 0.31951 2.65498  0.00
60 H 2.45609 -0.86145 3.81781  0.00
61 H 2.64815 -1.12629 2.01356  0.00
62 H 4.47946 0.75040 2.08282  0.00
63 H 5.80789 0.66213 4.17977  0.00
64 H 4.46848 0.01008 5.11106  0.00
65 H 4.43434 1.66255 4.53431  0.00
66 H 5.27007 -1.01113 1.81090  0.00
67 C 0.54612 -5.96724 1.00156  0.00
68 C 1.21806 -5.35673 2.25658  0.00
69 C 1.39789 -3.84246 2.09827  0.00
70 O 0.53182 -5.67665 3.39725  0.00
71 H 1.25223 -5.74322 0.20198  0.00
72 H -0.38279 -5.42580 0.82243  0.00
73 H 0.27919 -7.02124 1.07856  0.00
74 H 2.21346 -5.76468 2.43223  0.00
75 H 1.86344 -3.41383 2.98577  0.00
76 H 0.50300 -3.30891 1.77800  0.00
77 H 2.12440 -3.67138 1.30390  0.00
78 H 0.95416 -5.36707 4.20186  0.00
79 C 2.09816 3.40158 5.64755  0.00
80 C 1.04566 4.04549 4.73297  0.00
81 C 0.87796 3.41497 3.32281  0.00
82 O -0.17335 4.02728 5.49674  0.00
83 H 2.18380 3.82684 6.64750  0.00
84 H 3.04841 3.49394 5.12162  0.00
85 H 1.90809 2.33183 5.73482  0.00
86 H 1.16503 5.12216 4.61205  0.00
87 H 1.84819 3.30500 2.83837  0.00
88 H 0.11138 3.95945 2.77145  0.00
89 H 0.39525 2.45050 3.48057  0.00
90 H -0.25487 3.14345 5.86254  0.00

Atoms 1-2, force components in eV/Å:
C 0.11 1.24 1.42
O -0.24 0.15 -1.92

The following is a quantum chemistry calculation of the molecule C21H22O3S at a distorted geometry, from the OMol25 dataset.

HOMO: -8.3 eV
Kohn-Sham gap: 9.01 eV
charge: 0
LUMO level: 0.740 eV

Last column: natural (NBO) charge in e.
Atoms and positions in Å:
1 C -1.52450 -0.33915 1.86929  -0.40
2 C -2.98495 0.13638 2.01149  -0.46
3 C -2.86792 1.63558 1.93771  -0.15
4 C -1.60764 2.05139 1.72112  -0.20
5 C -0.69952 0.88017 1.34136  -0.12
6 C 0.74737 0.88167 1.89691  -0.04
7 C 1.38048 2.06636 2.27361  -0.16
8 C 2.69146 2.02029 2.77267  -0.23
9 C 3.35636 0.80016 2.90057  -0.22
10 C 2.71086 -0.38513 2.54929  -0.21
11 C 1.41799 -0.34268 2.02525  -0.21
12 H -1.14553 -0.57574 2.86913  0.22
13 H -1.42931 -1.25404 1.26739  0.21
14 H -3.59851 -0.26865 1.19075  0.23
15 H -3.42408 -0.20576 2.96413  0.22
16 H -3.75522 2.26443 2.06453  0.22
17 H -1.24470 3.08033 1.68974  0.22
18 H 0.85197 3.01997 2.17592  0.21
19 H 3.18158 2.95441 3.05856  0.22
20 H 4.38070 0.76930 3.28085  0.22
21 H 3.20060 -1.35051 2.66596  0.22
22 H 0.92496 -1.27663 1.74299  0.23
23 C 3.72178 1.51860 -2.03976  -0.63
24 C 2.94527 0.81651 -0.95337  -0.07
25 O 1.51915 1.11438 -1.18954  -0.54
26 C 0.59922 0.22393 -0.74966  0.82
27 C -0.63608 0.88190 -0.17192  -0.45
28 S -2.24435 0.12974 -0.92828  1.25
29 C -1.98159 -1.30140 -1.95829  -0.30
30 C -1.43869 -2.48556 -1.43156  -0.12
31 C -1.44376 -3.65480 -2.19099  -0.24
32 C -1.99328 -3.65830 -3.47526  -0.20
33 C -2.53869 -2.48083 -3.99698  -0.20
34 C -2.53767 -1.30963 -3.24416  -0.20
35 O -2.77793 1.19190 -1.82687  -0.97
36 O 0.76794 -0.98492 -0.77480  -0.61
37 H 4.77124 1.56981 -1.73794  0.21
38 H 3.68152 0.93407 -2.96308  0.21
39 H 3.35037 2.53259 -2.22373  0.22
40 H 3.09395 -0.26972 -0.95756  0.21
41 H 3.17789 1.23489 0.03203  0.19
42 H -0.65366 1.90343 -0.57530  0.27
43 H -0.98835 -2.47607 -0.44586  0.22
44 H -1.01535 -4.56149 -1.76176  0.22
45 H -2.00583 -4.57968 -4.06277  0.22
46 H -2.97233 -2.46085 -4.99876  0.22
47 H -2.96324 -0.39068 -3.64303  0.25

Atoms 1-2, force components in eV/Å:
C 0.11 -0.01 0.58
C -0.09 -0.34 -0.14

no.,E (eV)
1,-187207.4631
2,-151439.2110
3,-41163.6957
4,-39109.9209